An isolated molecule of C21H15ClN2O4. Source: the Open Molecules 2025 dataset; level of theory: ωB97M-V/def2-TZVPD.

HOMO, eV: -8.74
SMILES string: O=C(O)c1ccc(NC(=O)c2ccccc2NC(=O)c2ccccc2Cl)cc1
Orbital gap, eV: 9.153
E_tot, hartree: -1680.0074
Charge: 0

Last column: natural (NBO) charge in e.
Cartesian coordinates (Å):
Cl -4.29332 0.83966 -1.50306  0.03
O -2.14020 -0.03396 0.68813  -0.63
O 2.98931 5.17141 0.34382  -0.60
O 1.89593 -2.34388 1.02919  -0.59
O 4.80536 3.88427 0.22366  -0.69
N 0.49608 -0.59132 1.49549  -0.64
N -1.41523 -1.76244 -0.57301  -0.65
C -1.50819 -4.64794 2.47746  -0.20
C -0.40495 -2.79736 1.40407  -0.15
C -2.53860 -4.57448 1.55502  -0.19
C 0.65499 1.77225 1.22468  -0.28
C 2.74936 2.83144 0.70566  -0.21
C 2.66034 0.44418 1.00861  -0.29
C -2.50309 -3.62317 0.55134  -0.23
C 0.79738 -1.90240 1.28829  0.67
C -0.44211 -3.77090 2.39426  -0.16
C 3.48675 4.07332 0.41456  0.78
C -1.79023 -0.47498 -0.38985  0.70
C 1.28931 0.52677 1.24980  0.26
C 1.37769 2.91058 0.95257  -0.13
C -1.63685 0.37854 -1.60736  -0.20
C -1.44258 -2.73167 0.47333  0.22
C -2.52646 1.92834 -3.22774  -0.23
C -1.25766 2.10107 -3.75190  -0.18
C -0.17860 1.41630 -3.21637  -0.23
C -0.36844 0.55533 -2.15117  -0.13
C 3.38054 1.58972 0.73919  -0.14
C -2.71182 1.07333 -2.15240  0.00
H -3.29890 -3.56095 -0.17606  0.22
H 0.37529 -3.83029 3.09673  0.23
H -1.11242 2.77483 -4.58224  0.22
H 5.22956 4.73711 0.04280  0.50
H -1.22640 -2.09010 -1.50874  0.42
H 0.81037 1.55455 -3.62446  0.22
H -3.37023 -5.26001 1.61372  0.22
H -3.37203 2.45420 -3.64160  0.23
H -1.53212 -5.39298 3.25781  0.22
H -0.48013 -0.37591 1.68657  0.44
H 0.90097 3.87826 0.92316  0.24
H 0.47125 0.02968 -1.71959  0.22
H 3.14755 -0.51643 1.02744  0.26
H -0.40840 1.82751 1.40632  0.23
H 4.44091 1.52852 0.55184  0.23

Cartesian forces (eV/Å) of the 6 atoms listed first:
-0.22 0.03 -0.01
-0.17 0.11 0.16
-0.02 -0.09 0.02
0.16 -0.08 -0.01
0.41 -0.29 -0.02
-0.27 0.11 0.24